Entry from the Open Molecules 2025 dataset: the ion C3H11N2O with charge +1 at a distorted geometry (ωB97M-V/def2-TZVPD).

XYZ file:
```
17
C3H11N2O | the Open Molecules 2025 dataset | ωB97M-V/def2-TZVPD
C -0.42 1.53 0.04
C -0.10 0.20 -0.57
N -1.15 -0.83 0.05
O -0.16 0.16 -1.91
C 1.29 -0.55 -0.17
N 0.93 -1.31 1.07
H -1.21 2.14 -0.42
H 0.43 2.14 0.22
H -0.72 1.33 1.03
H -1.49 -1.40 -0.64
H -1.91 -0.25 0.36
H -0.80 0.85 -2.13
H 2.10 0.21 -0.05
H 1.54 -1.21 -1.02
H -0.14 -1.31 1.05
H 1.24 -0.87 2.01
H 1.28 -2.24 1.04
```

## Properties
Gap between HOMO and LUMO   11.5 eV
E_HOMO   -14.72 eV
SMILES string   C[C@@](N)(O)C[NH3+]
DFT total energy   -305.387480 a.u.
Relative energy (zero: lowest compared OMol25 entry of this formula, charge and spin)   40.9 kcal/mol
LUMO energy   -3.2 eV
Total charge   +1

---

Entry from the Open Molecules 2025 dataset: a structure of composition C14H35Cl2N2PSTi at a distorted geometry (ωB97M-V/def2-TZVPD).

XYZ file:
```
56
C14H35Cl2N2PSTi | the Open Molecules 2025 dataset | ωB97M-V/def2-TZVPD
Ti 0.94 0.21 0.28
Cl -1.13 1.15 0.24
Cl 1.50 -1.84 -0.30
H 0.93 0.18 1.84
H 1.96 1.68 1.07
P -3.07 -1.12 -0.50
C -4.14 0.25 -1.31
C -3.75 -2.64 -1.42
C -4.02 -1.28 1.15
C -3.42 1.07 -2.39
H -4.35 0.91 -0.45
C -5.45 -0.26 -1.90
H -5.26 -0.87 -2.79
H -6.06 0.60 -2.23
H -6.06 -0.84 -1.20
H -2.46 1.47 -2.04
H -4.07 1.91 -2.66
H -3.26 0.48 -3.30
H -4.08 -0.22 1.46
C -3.25 -2.05 2.23
C -5.44 -1.83 1.00
H -6.15 -1.04 0.68
H -5.80 -2.22 1.96
H -5.49 -2.67 0.29
H -2.28 -1.60 2.45
H -3.10 -3.10 1.95
H -3.85 -2.04 3.15
C -3.29 -2.63 -2.87
H -4.85 -2.56 -1.44
C -3.38 -3.92 -0.67
H -3.72 -1.82 -3.47
H -3.60 -3.57 -3.34
H -2.20 -2.57 -2.94
H -2.32 -3.93 -0.41
H -3.56 -4.78 -1.33
H -3.96 -4.07 0.24
C 7.77 1.60 -0.83
C 6.55 2.41 -0.43
N 5.35 1.55 -0.20
C 4.30 2.01 0.54
S 2.68 1.84 -0.17
N 4.58 2.67 1.67
C 5.70 2.13 2.56
C 6.56 3.26 3.10
H 8.07 0.88 -0.05
H 8.58 2.33 -0.95
H 7.64 1.07 -1.79
H 6.73 2.94 0.51
H 6.33 3.17 -1.20
H 5.03 1.01 -1.01
H 3.78 3.08 2.16
H 5.19 1.55 3.36
H 6.26 1.42 1.94
H 6.07 3.75 3.95
H 7.52 2.87 3.45
H 6.78 4.04 2.36
```

## Properties
Gap between HOMO and LUMO (alpha / beta)   6.7 / 5.2 eV
E_HOMO (alpha / beta)   -6.90 / -5.65 eV
DFT total energy   -3173.263957 a.u.
LUMO energy (alpha / beta)   -0.2 / -0.5 eV

---

Entry from the Open Molecules 2025 dataset: the molecule C5H7NO2 at a distorted geometry (ωB97M-V/def2-TZVPD).

XYZ file:
```
15
C5H7NO2 | the Open Molecules 2025 dataset | ωB97M-V/def2-TZVPD
C 2.58 0.46 0.14
C 1.81 -0.53 -0.23
O 0.48 -0.43 -0.30
C -0.36 0.12 0.61
C -0.67 1.52 0.08
N -1.19 2.47 -0.25
O -1.48 -0.66 0.79
C -2.14 -0.84 -0.42
H 2.05 1.29 0.39
H 3.65 0.51 0.21
H 2.16 -1.59 -0.58
H 0.10 0.28 1.64
H -2.42 0.16 -0.88
H -3.11 -1.36 -0.16
H -1.46 -1.41 -1.03
```

## Properties
Gap between HOMO and LUMO   10.8 eV
E_HOMO   -9.92 eV
SMILES string   C=CO[C@@H](C#N)OC
DFT total energy   -399.853946 a.u.
Relative energy (zero: lowest compared OMol25 entry of this formula, charge and spin)   70.0 kcal/mol
LUMO energy   0.9 eV

---

Entry from the Open Molecules 2025 dataset: a structure of composition AgI (ωB97M-V/def2-TZVPD).

XYZ file:
```
2
AgI | the Open Molecules 2025 dataset | ωB97M-V/def2-TZVPD
Ag -1.13 9.41 1.16
I 1.24 11.10 1.28
```

## Properties
Multiplicity   2
Gap between HOMO and LUMO (alpha / beta)   9.1 / 6.7 eV
⟨S²⟩   0.75
E_HOMO (alpha / beta)   -15.60 / -15.24 eV
DFT total energy   -444.337549 a.u.
Relative energy (zero: lowest compared OMol25 entry of this formula, charge and spin)   1.7 kcal/mol
LUMO energy (alpha / beta)   -6.5 / -8.5 eV
Total charge   +1